{
  "formula": "C49H44AsF6N2O2P2ReS2",
  "method": "ωB97M-V/def2-TZVPD",
  "symbols": ["Re", "O", "S", "C", "C", "C", "C", "C", "C", "P", "C", "C", "C", "C", "C", "C", "C", "C", "C", "C", "C", "C", "C", "C", "C", "C", "C", "C", "P", "C", "C", "C", "C", "C", "C", "C", "C", "C", "C", "C", "C", "H", "H", "H", "H", "H", "H", "H", "H", "H", "H", "H", "H", "H", "H", "H", "H", "H", "H", "H", "H", "H", "H", "H", "H", "H", "H", "H", "H", "N", "C", "C", "C", "C", "N", "C", "C", "H", "H", "H", "H", "C", "As", "C", "C", "S", "H", "H", "H", "H", "H", "H", "H", "H", "H", "C", "C", "O", "C", "F", "F", "F", "C", "F", "F", "F", "H", "H", "H"],
  "positions_angstrom": [[-0.3588, -0.1505, -0.0431], [2.5797, -1.9669, 0.5865], [2.1029, -0.6697, 0.0504], [2.8742, -0.4596, -1.5687], [4.2579, -0.7035, -1.7246], [4.9375, -0.1483, -2.8266], [4.2238, 0.3500, -3.8915], [2.8377, 0.2442, -3.8852], [2.1510, -0.0280, -2.6790], [0.3688, 0.1948, -2.5379], [0.1808, 1.8094, -3.4230], [1.3374, 2.6199, -3.5876], [1.3253, 3.6856, -4.4458], [0.1864, 4.0594, -5.1228], [-0.9815, 3.3362, -4.8645], [-0.9875, 2.1806, -4.0858], [-0.2559, -1.0154, -3.8332], [0.5292, -1.9567, -4.5218], [-0.0124, -2.6661, -5.5991], [-1.3404, -2.4306, -5.9766], [-2.1284, -1.6661, -5.1755], [-1.6043, -0.9284, -4.1121], [2.8110, 0.6029, 1.1480], [4.0291, 1.2378, 1.0028], [4.4284, 2.2194, 1.9131], [3.6507, 2.5169, 3.0060], [2.4625, 1.7932, 3.2568], [2.0038, 0.8908, 2.2733], [0.3180, 0.1905, 2.3712], [0.6933, -1.2322, 3.5650], [-0.3613, -1.9254, 4.1673], [-0.1463, -2.8487, 5.1351], [1.1616, -3.1790, 5.5505], [2.2189, -2.5223, 4.9240], [1.9802, -1.5986, 3.9279], [-0.5876, 1.2988, 3.4840], [-1.4828, 2.2435, 2.9473], [-2.1297, 3.1632, 3.7563], [-1.8569, 3.1355, 5.1222], [-1.0043, 2.2131, 5.6701], [-0.3346, 1.2939, 4.8387], [4.7370, -1.2758, -0.9333], [6.0381, -0.1148, -2.8360], [4.8112, 0.7442, -4.7022], [2.2474, 0.4204, -4.8110], [2.1633, 2.4266, -2.8804], [2.2771, 4.2588, -4.6365], [0.1631, 4.8945, -5.8317], [-1.8955, 3.6149, -5.3568], [-1.8406, 1.5621, -3.9864], [1.5655, -2.2132, -4.2849], [0.5668, -3.4223, -6.1416], [-1.7912, -2.9410, -6.8158], [-3.1599, -1.5669, -5.4380], [-2.2917, -0.2242, -3.5909], [4.7007, 0.9965, 0.1689], [5.3041, 2.8507, 1.6635], [3.9152, 3.3271, 3.6955], [1.8912, 1.9241, 4.1839], [-1.3852, -1.6833, 3.8743], [-0.9987, -3.3229, 5.6030], [1.2648, -3.9147, 6.3422], [3.2293, -2.8023, 5.1666], [2.8393, -1.2113, 3.4056], [-1.7442, 2.1258, 1.9036], [-2.8008, 3.8848, 3.3089], [-2.2975, 3.9035, 5.7562], [-0.7161, 2.1155, 6.7045], [0.4063, 0.6326, 5.2591], [-1.8311, 7.2516, 0.2351], [-1.3916, 6.1753, 0.1680], [-1.0670, 4.8003, 0.0050], [0.1560, 4.2665, 0.3967], [0.3892, 2.9192, 0.2208], [-0.5112, 2.0230, -0.2743], [-1.6531, 2.5919, -0.7835], [-1.9591, 3.9342, -0.6801], [0.9224, 4.9260, 0.8221], [1.3629, 2.4977, 0.5393], [-2.2427, 1.8798, -1.3808], [-2.8228, 4.4080, -1.1909], [1.8327, -4.9929, 0.5201], [-0.0320, -4.4373, 0.4374], [-0.9741, -5.5994, -0.8598], [-0.9876, -4.6757, 2.1088], [-0.4389, -2.3118, -0.4502], [1.9503, -5.6053, 1.4304], [2.4298, -4.0907, 0.5041], [2.0387, -5.5490, -0.3892], [-1.7067, -4.9419, -1.3980], [-1.4995, -6.4306, -0.3896], [-0.3179, -5.9513, -1.6628], [-1.5027, -5.6458, 2.0936], [-1.7366, -3.8415, 2.0935], [-0.2732, -4.5955, 2.9812], [-4.4165, 0.8357, -0.0960], [-3.5622, -0.3735, 0.2998], [-2.2024, -0.1335, 0.1406], [-3.9405, -1.5571, -0.5406], [-5.3014, -1.7266, -0.5387], [-3.5752, -1.2838, -1.8141], [-3.3731, -2.7276, -0.2091], [-3.7386, -0.7819, 1.7842], [-2.9954, -1.9141, 2.0106], [-5.0117, -0.9533, 2.1395], [-3.2310, 0.1084, 2.6647], [-4.3300, 1.0603, -1.1942], [-4.2549, 1.6962, 0.6031], [-5.4776, 0.5732, 0.0711]],
  "de_lowest_kj_mol": 0.0,
  "energy_ha": -6544.99244,
  "gap_ev": [7.5, 5.9],
  "multiplicity": 4,
  "charge": 3,
  "e_lumo_ev": [-8.185, -10.202]
}

---

{
  "formula": "C49H44BrFN11O8S3SeY",
  "method": "ωB97M-V/def2-TZVPD",
  "symbols": ["Y", "C", "S", "C", "S", "N", "N", "C", "C", "C", "C", "C", "C", "N", "H", "H", "H", "H", "H", "H", "H", "H", "F", "C", "C", "C", "C", "O", "C", "C", "N", "C", "C", "C", "C", "C", "C", "N", "C", "C", "N", "C", "C", "C", "O", "O", "H", "H", "H", "H", "H", "H", "H", "H", "H", "H", "H", "H", "H", "H", "H", "H", "H", "H", "O", "S", "O", "O", "C", "N", "C", "C", "C", "N", "C", "C", "C", "N", "C", "C", "H", "H", "H", "H", "H", "H", "C", "N", "C", "Se", "N", "C", "C", "C", "C", "C", "C", "H", "H", "H", "H", "H", "H", "H", "H", "Br", "C", "C", "C", "C", "C", "C", "C", "O", "O", "H", "H", "H", "H"],
  "positions_angstrom": [[2.8995, -0.1782, 0.6585], [6.9140, 2.7744, -2.4027], [6.0467, 1.4061, -3.1825], [5.3162, 0.5729, -1.8159], [5.3713, 1.1937, -0.2405], [4.7734, -0.5507, -2.2263], [4.0802, -1.2379, -1.2629], [3.9516, -2.4850, -1.5257], [3.3447, -3.3964, -0.5565], [3.2617, -4.7561, -0.8348], [2.7830, -5.6087, 0.1445], [2.4083, -5.0749, 1.3658], [2.5109, -3.7029, 1.5538], [2.9552, -2.8760, 0.6146], [7.3506, 3.3436, -3.2219], [7.7010, 2.4069, -1.7488], [6.2248, 3.3979, -1.8393], [4.3829, -2.8846, -2.4410], [3.5849, -5.1267, -1.7980], [2.7227, -6.6738, -0.0379], [2.0549, -5.7031, 2.1710], [2.2474, -3.2362, 2.4924], [-1.9762, -2.4495, -3.7092], [-2.1965, -2.4096, -2.3865], [-1.1706, -2.0158, -1.5788], [-1.3242, -2.0375, -0.1938], [-0.2012, -1.5895, 0.6389], [0.8144, -1.1634, 0.0581], [-0.3954, -1.6181, 2.0512], [-1.5798, -2.0917, 2.5179], [-2.6239, -2.5015, 1.7525], [-3.8098, -3.0424, 2.3662], [-4.3081, -2.4657, 3.6505], [-5.0681, -2.2204, 2.3803], [-2.5261, -2.4671, 0.3668], [-3.5914, -2.8053, -0.4777], [-3.4508, -2.7747, -1.8580], [-4.5698, -3.0438, -2.6819], [-4.5395, -2.7359, -4.1150], [-5.9745, -2.8232, -4.6506], [-6.8994, -2.6224, -3.4875], [-6.8542, -3.8187, -2.5828], [-5.3772, -4.2180, -2.4185], [0.6688, -1.1646, 3.0441], [0.2828, -0.9828, 4.2002], [1.8547, -1.0559, 2.6110], [-0.2281, -1.7031, -2.0063], [-1.7257, -2.1342, 3.5884], [-3.9143, -4.1135, 2.2312], [-3.7799, -1.6285, 4.0822], [-4.7148, -3.1575, 4.3733], [-5.0007, -1.2271, 1.9579], [-6.0136, -2.7217, 2.2254], [-4.5493, -3.0603, -0.0469], [-3.9153, -3.4178, -4.6938], [-4.1514, -1.7311, -4.2588], [-6.2113, -3.7983, -5.0743], [-6.1634, -2.0570, -5.3991], [-7.8518, -2.4196, -3.7877], [-6.5420, -1.8228, -2.9577], [-7.4458, -4.6069, -3.0448], [-7.3134, -3.5301, -1.6385], [-5.1245, -5.0323, -3.1090], [-5.2087, -4.5844, -1.4094], [-2.7154, -0.0256, -6.8443], [-3.2991, 1.2767, -7.1032], [-4.7484, 1.3121, -6.9791], [-2.7603, 1.9828, -8.2456], [-2.7429, 2.3166, -5.7185], [-3.3804, 3.4776, -5.5584], [-2.9761, 4.2411, -4.5601], [-1.9550, 3.8758, -3.7003], [-1.3430, 2.6600, -3.9612], [-1.7317, 1.8790, -4.9699], [-0.2863, 2.1137, -3.0667], [0.7790, 1.3597, -3.5455], [1.6635, 0.7865, -2.6389], [1.4960, 0.8598, -1.3131], [0.4848, 1.6080, -0.8688], [-0.3973, 2.2724, -1.6917], [-3.5042, 5.1799, -4.4260], [-1.6398, 4.5181, -2.8903], [0.8904, 1.2008, -4.6087], [2.4829, 0.1715, -2.9918], [0.3450, 1.6362, 0.2052], [-1.2185, 2.8264, -1.2566], [3.4285, -0.5395, 5.4563], [3.9141, 0.5792, 4.6672], [4.5335, 0.4935, 3.4770], [5.0106, -1.0419, 2.5565], [4.8046, 1.7531, 3.0668], [4.3042, 2.6698, 3.9736], [4.2980, 4.0554, 3.9911], [3.6852, 4.6633, 5.0729], [3.1045, 3.9101, 6.0993], [3.1137, 2.5249, 6.0789], [3.7261, 1.9184, 4.9928], [4.0107, -1.4182, 5.1929], [2.3753, -0.7179, 5.2387], [3.5699, -0.3031, 6.5099], [5.2363, 1.9563, 2.1760], [4.7373, 4.6297, 3.1872], [3.6410, 5.7429, 5.1188], [2.6315, 4.4226, 6.9261], [2.6585, 1.9453, 6.8693], [-0.4775, 7.3876, 4.2533], [0.3189, 5.9046, 3.3780], [1.0999, 6.1238, 2.2534], [1.6862, 5.0361, 1.6263], [1.4960, 3.7535, 2.1248], [0.7005, 3.5530, 3.2461], [0.1067, 4.6322, 3.8821], [2.1677, 2.5882, 1.4614], [2.8900, 2.7471, 0.4745], [1.9455, 1.4307, 1.9698], [1.2498, 7.1282, 1.8834], [2.3058, 5.1647, 0.7487], [0.5678, 2.5458, 3.6196], [-0.4998, 4.4906, 4.7656]],
  "de_lowest_kj_mol": 324.9,
  "energy_ha": -9406.29301,
  "gap_ev": 5.8,
  "multiplicity": 1,
  "charge": 0,
  "e_lumo_ev": -1.402
}